[1]
A 6-piece molecular cluster, C24H34BrN2O10S overall at a distorted geometry. Source: the OMol25 dataset; level of theory: wB97M-V/def2-TZVPD.

Max |F| = 4.2 eV/A
Net charge = +1
Orbital gap = 6.152 eV
Calculated total energy = -4768.71138 Ha

Atoms and positions in Å:
1 S -0.66 3.30 0.83
2 C -0.14 3.21 -0.93
3 C 0.87 4.17 -1.61
4 C 1.27 4.01 -3.09
5 N 0.74 2.96 -3.84
6 N -0.13 2.16 -3.25
7 C -0.66 2.11 -1.93
8 Br -1.94 0.74 -1.34
9 H 0.40 2.67 1.51
10 H 1.33 5.02 -1.01
11 H 2.00 4.73 -3.59
12 H -0.49 1.40 -3.86
13 O 0.29 2.77 3.52
14 C 0.87 1.99 4.25
15 O 0.24 1.05 4.99
16 C 1.21 0.37 5.81
17 C 2.53 0.58 5.12
18 C 2.35 1.95 4.49
19 H 1.18 0.81 6.81
20 H 0.95 -0.69 5.89
21 H 3.39 0.52 5.80
22 H 2.67 -0.17 4.34
23 H 2.63 2.75 5.17
24 H 2.91 2.03 3.55
25 O 5.96 -0.44 -6.33
26 C 5.12 0.41 -6.23
27 O 4.61 0.83 -5.04
28 C 3.55 1.77 -5.29
29 C 3.80 2.30 -6.68
30 C 4.44 1.11 -7.37
31 H 2.59 1.24 -5.21
32 H 3.58 2.56 -4.53
33 H 2.90 2.67 -7.17
34 H 4.52 3.13 -6.63
35 H 3.69 0.45 -7.81
36 H 5.16 1.43 -8.12
37 O 1.67 -3.40 5.69
38 C 0.91 -3.58 4.78
39 O 0.84 -4.73 4.05
40 C -0.10 -4.55 2.98
41 C -1.00 -3.43 3.42
42 C -0.07 -2.57 4.25
43 H 0.46 -4.31 2.06
44 H -0.64 -5.48 2.81
45 H -1.46 -2.90 2.59
46 H -1.80 -3.83 4.05
47 H 0.46 -1.84 3.64
48 H -0.61 -2.07 5.06
49 O -2.33 -3.36 -0.74
50 C -2.25 -3.25 -1.94
51 O -3.19 -2.66 -2.72
52 C -2.82 -2.81 -4.10
53 C -1.33 -3.06 -4.09
54 C -1.13 -3.80 -2.79
55 H -3.38 -3.65 -4.52
56 H -3.08 -1.90 -4.65
57 H -0.98 -3.61 -4.97
58 H -0.80 -2.10 -4.06
59 H -1.27 -4.88 -2.91
60 H -0.16 -3.58 -2.35
61 O -2.33 -0.76 2.81
62 C -3.18 0.08 2.91
63 O -3.67 0.53 4.10
64 C -4.74 1.45 3.86
65 C -4.51 1.96 2.45
66 C -3.88 0.77 1.77
67 H -5.69 0.92 3.96
68 H -4.70 2.26 4.59
69 H -5.42 2.31 1.97
70 H -3.79 2.79 2.47
71 H -4.63 0.09 1.36
72 H -3.16 1.07 1.00

These are the Mulliken partial charges, in e, on atoms 1 to 4: S -0.10; C 0.32; C -0.22; C -0.19

=====

[2]
A 3-piece molecular cluster, C24H34F16O9S overall. Source: the OMol25 dataset; level of theory: wB97M-V/def2-TZVPD.

Max |F| = 0.5 eV/A
Orbital gap = 10.112 eV
Calculated total energy = -3608.13164 Ha
SMILES string = CCOCCCCC[C@@H]1OC(=O)O[C@H]1CCCCS(=O)(=O)O.FC(F)C(F)(F)COC(F)(F)C(F)F.FC(F)C(F)(F)COC(F)(F)C(F)F

Atoms and positions in Å:
1 C -2.92 2.01 -3.90
2 C -2.15 0.78 -4.35
3 O -0.82 0.79 -3.86
4 C 0.15 1.11 -4.84
5 C 1.51 1.19 -4.17
6 C 1.73 2.34 -3.17
7 C 0.67 3.45 -3.16
8 C 0.72 4.28 -1.88
9 C 0.30 3.51 -0.62
10 O -0.50 2.37 -0.96
11 C -1.74 2.51 -0.48
12 O -2.59 1.67 -0.54
13 O -1.90 3.72 0.10
14 C -0.61 4.29 0.35
15 C -0.29 4.17 1.84
16 C -0.27 2.78 2.49
17 C 0.97 1.88 2.27
18 C 0.74 0.69 1.31
19 S 1.54 -0.80 1.87
20 O 1.50 -0.88 3.30
21 O 2.79 -0.95 1.18
22 O 0.54 -1.92 1.31
23 H -2.94 2.07 -2.81
24 H -3.95 1.94 -4.25
25 H -2.49 2.92 -4.30
26 H -2.64 -0.13 -3.98
27 H -2.16 0.72 -5.44
28 H 0.17 0.32 -5.60
29 H -0.11 2.05 -5.34
30 H 2.26 1.24 -4.97
31 H 1.67 0.23 -3.67
32 H 2.69 2.80 -3.38
33 H 1.83 1.91 -2.16
34 H 0.87 4.13 -3.99
35 H -0.33 3.04 -3.28
36 H 1.74 4.65 -1.73
37 H 0.07 5.16 -2.00
38 H 1.19 3.16 -0.10
39 H -0.62 5.34 0.08
40 H 0.65 4.70 2.04
41 H -1.08 4.74 2.34
42 H -1.18 2.24 2.23
43 H -0.35 2.95 3.57
44 H 1.81 2.48 1.91
45 H 1.28 1.47 3.23
46 H -0.32 0.46 1.20
47 H 1.14 0.84 0.32
48 H 0.98 -2.34 0.56
49 C 5.09 -5.16 3.30
50 C 5.65 -3.77 3.63
51 C 5.29 -2.63 2.69
52 F 5.79 -2.85 1.45
53 F 5.84 -1.49 3.17
54 F 6.98 -3.83 3.81
55 F 5.08 -3.43 4.83
56 O 5.96 -6.04 2.62
57 C 5.99 -6.12 1.26
58 C 7.39 -5.84 0.71
59 F 7.81 -4.62 1.08
60 F 7.34 -5.89 -0.64
61 F 5.06 -5.34 0.68
62 F 5.70 -7.41 0.92
63 H 4.93 -5.63 4.27
64 H 4.12 -5.08 2.80
65 H 4.21 -2.49 2.62
66 H 8.09 -6.59 1.08
67 C -4.91 -0.29 -0.08
68 C -6.32 0.03 -0.56
69 C -7.19 0.92 0.33
70 F -7.43 0.32 1.52
71 F -8.38 1.12 -0.28
72 F -6.99 -1.10 -0.88
73 F -6.16 0.76 -1.71
74 O -4.73 -1.55 0.55
75 C -4.84 -1.71 1.89
76 C -5.91 -2.74 2.25
77 F -7.11 -2.38 1.75
78 F -6.02 -2.82 3.59
79 F -5.05 -0.54 2.53
80 F -3.67 -2.21 2.36
81 H -4.31 -0.35 -0.98
82 H -4.50 0.52 0.51
83 H -6.71 1.88 0.50
84 H -5.63 -3.72 1.85

These are the Mulliken partial charges, in e, on atoms 1 to 4: C -0.69; C -0.43; O -0.24; C -0.60

=====

[3]
C24H34FMgN7O3SSe3Te as an isolated structure at a distorted geometry. Source: the OMol25 dataset; level of theory: wB97M-V/def2-TZVPD.

Max |F| = 1.1 eV/A
Orbital gap = 2.301 eV
Calculated total energy = -9714.52906 Ha

Atoms and positions in Å:
1 Mg 0.77 2.46 2.25
2 Se -0.75 5.26 4.58
3 Se -0.56 6.44 2.59
4 Te 0.62 4.90 0.95
5 Se -1.11 4.03 -0.60
6 N 0.25 1.83 4.23
7 C -1.05 1.12 4.19
8 C -2.07 2.08 3.59
9 N -1.51 2.70 2.37
10 H 0.97 1.30 4.71
11 H 0.15 2.72 4.73
12 H -1.38 0.78 5.18
13 H -0.93 0.24 3.55
14 H -2.24 2.89 4.30
15 H -3.02 1.57 3.42
16 H -1.74 3.69 2.33
17 H -1.89 2.30 1.52
18 C 0.85 0.17 -4.92
19 C 1.33 -0.79 -3.83
20 N 0.98 -0.33 -2.48
21 C 1.89 0.40 -1.79
22 C 1.73 0.84 -0.53
23 C 2.80 1.72 0.08
24 O 3.93 1.68 -0.44
25 O 2.40 2.45 1.02
26 C 0.55 0.49 0.19
27 O 0.34 0.74 1.37
28 C -0.47 -0.22 -0.59
29 C -1.70 -0.47 -0.01
30 C -2.68 -1.10 -0.72
31 F -3.85 -1.33 -0.10
32 C -2.49 -1.48 -2.05
33 C -1.28 -1.20 -2.63
34 C -0.25 -0.59 -1.92
35 N -3.50 -2.09 -2.86
36 C -4.86 -2.25 -2.31
37 C -5.76 -2.76 -3.46
38 N -5.09 -2.35 -4.75
39 C -3.88 -3.22 -4.97
40 C -3.13 -3.28 -3.62
41 H 1.15 -0.20 -5.90
42 H 1.29 1.16 -4.78
43 H -0.24 0.28 -4.91
44 H 2.41 -0.88 -3.88
45 H 0.92 -1.79 -3.98
46 H 2.81 0.65 -2.32
47 H -1.88 -0.15 1.01
48 H -1.16 -1.40 -3.69
49 H -5.22 -1.29 -1.96
50 H -4.91 -2.96 -1.48
51 H -6.76 -2.33 -3.41
52 H -5.85 -3.84 -3.47
53 H -4.72 -1.41 -4.59
54 H -5.72 -2.35 -5.54
55 H -3.29 -2.77 -5.75
56 H -4.22 -4.20 -5.29
57 H -2.07 -3.31 -3.80
58 H -3.39 -4.19 -3.08
59 C 6.36 0.36 1.39
60 C 5.30 0.34 2.45
61 C 4.93 -0.77 3.15
62 C 3.87 -0.64 4.07
63 N 3.27 0.51 4.32
64 C 3.69 1.65 3.70
65 S 3.10 3.17 4.03
66 N 4.69 1.51 2.74
67 C 3.38 -1.83 4.83
68 H 6.66 -0.66 1.15
69 H 7.23 0.92 1.73
70 H 5.97 0.85 0.50
71 H 5.41 -1.72 2.96
72 H 4.84 2.32 2.16
73 H 3.85 -2.76 4.49
74 H 2.30 -1.92 4.73
75 H 3.60 -1.70 5.89

These are the Mulliken partial charges, in e, on atoms 1 to 4: Mg 0.85; Se -0.56; Se -0.28; Te 0.10

=====

[4]
C24H34IN2P2S2Ti as an isolated structure. Source: the OMol25 dataset; level of theory: wB97M-V/def2-TZVPD.

<S²> = 2.02
Max |F| = 0.1 eV/A
Multiplicity = 3
Net charge = +1
Orbital gap (spin up / spin down) = 6.417 / 7.606 eV
Calculated total energy = -3670.63188 Ha

Atoms and positions in Å:
1 Ti 0.32 0.56 -2.36
2 C -2.83 -1.22 -3.57
3 P -1.61 0.04 -4.03
4 C -2.60 1.43 -4.65
5 C -0.80 -0.65 -5.53
6 C 0.22 -1.73 -5.15
7 P 1.49 -1.09 -3.99
8 C 2.72 -0.29 -5.07
9 C 2.33 -2.58 -3.39
10 H -3.51 -1.41 -4.40
11 H -3.40 -0.87 -2.71
12 H -2.33 -2.14 -3.29
13 H -3.30 1.10 -5.42
14 H -1.94 2.20 -5.05
15 H -3.15 1.87 -3.82
16 H -0.30 0.18 -6.04
17 H -1.55 -1.05 -6.21
18 H 0.71 -2.13 -6.04
19 H -0.28 -2.57 -4.66
20 H 3.13 -1.02 -5.78
21 H 3.53 0.11 -4.46
22 H 2.26 0.54 -5.60
23 H 2.68 -3.19 -4.23
24 H 1.64 -3.17 -2.77
25 H 3.18 -2.30 -2.77
26 S 1.73 -0.30 -0.66
27 C 0.86 -0.06 0.83
28 N 1.47 -0.30 2.01
29 C 0.67 -0.32 3.22
30 C -0.35 0.80 3.17
31 N -1.11 0.72 1.94
32 C -2.50 1.16 2.03
33 C -3.36 0.15 2.76
34 C -4.13 0.53 3.85
35 C -4.92 -0.40 4.51
36 C -4.93 -1.71 4.09
37 C -4.16 -2.11 3.00
38 C -3.38 -1.18 2.34
39 C -0.50 0.35 0.80
40 S -1.37 0.38 -0.71
41 C 2.91 -0.49 2.18
42 C 3.53 0.73 2.82
43 C 4.19 0.63 4.04
44 C 4.75 1.76 4.63
45 C 4.65 2.99 4.00
46 C 3.99 3.09 2.78
47 C 3.43 1.97 2.20
48 H 1.33 -0.18 4.07
49 H 0.17 -1.29 3.32
50 H 0.15 1.77 3.23
51 H -1.04 0.71 4.01
52 H -2.88 1.33 1.02
53 H -2.52 2.12 2.55
54 H -4.11 1.57 4.18
55 H -5.51 -0.09 5.36
56 H -5.55 -2.44 4.61
57 H -4.18 -3.13 2.67
58 H -2.78 -1.48 1.49
59 H 3.35 -0.69 1.20
60 H 3.07 -1.37 2.80
61 H 4.28 -0.34 4.53
62 H 5.27 1.67 5.58
63 H 5.08 3.87 4.46
64 H 3.91 4.05 2.29
65 H 2.93 2.05 1.24
66 I 0.93 2.84 -3.47

These are the Mulliken partial charges, in e, on atoms 1 to 4: Ti -0.32; C -1.31; P 0.99; C -1.31

=====

[5]
C24H34IrN3O5P as an isolated structure at a distorted geometry. Source: the OMol25 dataset; level of theory: wB97M-V/def2-TZVPD.

Max |F| = 1.2 eV/A
Net charge = +1
Orbital gap = 7.687 eV
Calculated total energy = -1921.02504 Ha

Atoms and positions in Å:
1 Ir -0.04 -0.16 0.37
2 C -1.12 -0.94 2.99
3 N -0.07 0.02 2.55
4 C 1.18 -0.34 3.26
5 C 2.47 0.20 2.65
6 C 2.83 -0.48 1.34
7 N 2.01 0.04 0.25
8 C 2.59 0.60 -0.75
9 C 1.96 1.13 -1.92
10 C 2.72 1.98 -2.75
11 C 2.20 2.50 -3.91
12 C 0.90 2.14 -4.29
13 C 0.14 1.29 -3.51
14 C 0.65 0.77 -2.31
15 O -0.11 -0.07 -1.64
16 C -0.57 1.37 2.96
17 C 0.23 2.61 2.57
18 C 0.57 2.70 1.08
19 N -0.41 1.89 0.38
20 C -1.24 2.42 -0.44
21 C -2.36 1.75 -1.02
22 C -3.15 2.45 -1.95
23 C -4.29 1.91 -2.47
24 C -4.68 0.63 -2.04
25 C -3.93 -0.08 -1.14
26 C -2.73 0.44 -0.61
27 O -2.06 -0.31 0.24
28 H -1.25 -0.88 4.08
29 H -0.83 -1.95 2.72
30 H -2.06 -0.68 2.51
31 H 1.24 -1.43 3.27
32 H 1.09 0.00 4.30
33 H 3.27 -0.01 3.37
34 H 2.44 1.28 2.52
35 H 2.64 -1.55 1.42
36 H 3.89 -0.35 1.12
37 H 3.67 0.70 -0.71
38 H 3.73 2.23 -2.45
39 H 2.79 3.15 -4.53
40 H 0.49 2.53 -5.21
41 H -0.86 0.99 -3.80
42 H -0.69 1.36 4.04
43 H -1.56 1.45 2.52
44 H 1.14 2.72 3.17
45 H -0.41 3.45 2.85
46 H 1.56 2.29 0.87
47 H 0.56 3.74 0.74
48 H -1.13 3.48 -0.67
49 H -2.84 3.45 -2.24
50 H -4.89 2.45 -3.19
51 H -5.59 0.19 -2.44
52 H -4.24 -1.07 -0.81
53 C -2.14 -3.21 -0.24
54 O -0.73 -3.35 -0.55
55 P 0.35 -2.44 0.15
56 O 1.64 -2.83 -0.70
57 C 1.71 -2.66 -2.13
58 O 0.71 -3.12 1.54
59 C 1.14 -4.50 1.61
60 H -2.60 -4.16 -0.49
61 H -2.56 -2.41 -0.84
62 H -2.29 -2.98 0.82
63 H 2.72 -2.95 -2.41
64 H 1.51 -1.63 -2.40
65 H 0.98 -3.31 -2.61
66 H 0.98 -4.82 2.63
67 H 2.20 -4.56 1.35
68 H 0.56 -5.11 0.93

These are the Mulliken partial charges, in e, on atoms 1 to 4: Ir 5.10; C -0.92; N -0.35; C -0.67

=====

[6]
A 6-piece molecular cluster, C24H34N2O12 overall at a distorted geometry. Source: the OMol25 dataset; level of theory: wB97M-V/def2-TZVPD.

Max |F| = 7.2 eV/A
Orbital gap = 7.878 eV
Calculated total energy = -1947.18006 Ha
SMILES string = C[C@H]1COC(=O)O1.C[C@H]1COC(=O)O1.C[C@H]1COC(=O)O1.C[C@H]1COC(=O)O1.c1cc[nH]c1.c1cc[nH]c1

Atoms and positions in Å:
1 C 4.35 0.63 -6.42
2 C 3.76 1.75 -5.55
3 C 4.02 1.42 -4.08
4 O 4.36 2.61 -3.53
5 C 4.60 3.52 -4.51
6 O 4.95 4.68 -4.32
7 O 4.36 3.03 -5.79
8 H 3.65 0.24 -7.15
9 H 4.58 -0.29 -5.88
10 H 5.18 0.88 -7.09
11 H 2.71 2.02 -5.63
12 H 4.88 0.79 -3.90
13 H 3.11 0.96 -3.67
14 C -3.20 -6.20 -5.34
15 C -3.49 -7.63 -5.78
16 C -2.31 -8.31 -6.65
17 O -2.53 -9.59 -6.13
18 C -3.13 -9.66 -4.89
19 O -3.18 -10.60 -4.14
20 O -3.73 -8.47 -4.66
21 H -2.28 -6.13 -4.75
22 H -3.92 -5.88 -4.58
23 H -3.03 -5.55 -6.19
24 H -4.42 -7.72 -6.34
25 H -1.30 -7.91 -6.54
26 H -2.50 -8.29 -7.73
27 C -2.91 -0.48 1.65
28 C -1.59 -0.79 0.87
29 C -1.83 -1.37 -0.53
30 O -1.96 -0.31 -1.24
31 C -1.18 0.72 -0.74
32 O -0.98 1.82 -1.32
33 O -0.94 0.44 0.54
34 H -3.59 0.19 1.12
35 H -2.60 -0.05 2.60
36 H -3.26 -1.48 1.87
37 H -0.94 -1.53 1.34
38 H -2.72 -2.00 -0.49
39 H -1.10 -2.11 -0.87
40 C 1.59 -1.64 5.91
41 C 2.66 -1.27 4.91
42 C 3.97 -0.93 5.53
43 O 4.90 -1.53 4.63
44 C 4.35 -2.50 3.94
45 O 4.87 -3.19 3.08
46 O 2.97 -2.48 4.16
47 H 1.97 -1.44 6.91
48 H 1.37 -2.70 6.04
49 H 0.72 -0.99 5.87
50 H 2.47 -0.64 4.04
51 H 4.04 -1.35 6.53
52 H 4.00 0.15 5.62
53 N 1.34 7.76 -1.22
54 C 2.20 8.87 -1.00
55 C 1.50 9.74 -0.13
56 C 0.24 9.24 -0.19
57 C 0.06 8.02 -0.74
58 H 1.62 6.97 -1.77
59 H 3.21 8.97 -1.39
60 H 1.79 10.75 0.14
61 H -0.63 9.72 0.24
62 H -0.79 7.36 -0.86
63 N -4.45 2.15 6.57
64 C -5.22 1.67 7.61
65 C -4.29 1.70 8.76
66 C -3.10 2.16 8.31
67 C -3.12 2.38 6.94
68 H -4.74 2.13 5.60
69 H -6.20 1.24 7.45
70 H -4.60 1.45 9.77
71 H -2.25 2.24 8.97
72 H -2.39 2.63 6.19

These are the Mulliken partial charges, in e, on atoms 1 to 4: C -1.31; C 0.43; C -0.58; O -0.29

=====

[7]
One molecule with the formula C24H34N2O3. Source: the OMol25 dataset; level of theory: wB97M-V/def2-TZVPD.

Max |F| = 0.5 eV/A
Orbital gap = 8.695 eV
Calculated total energy = -1270.11861 Ha
SMILES string = CCOc1cc(CN2CCN(CCc3ccccc3)[C@H](CCO)C2)ccc1OC

Atoms and positions in Å:
1 C 3.94 1.48 2.69
2 C 4.17 0.18 1.91
3 O 4.00 -0.97 2.71
4 C 2.75 -1.39 3.03
5 C 1.57 -0.84 2.56
6 C 0.33 -1.37 2.93
7 C 0.29 -2.46 3.77
8 C 1.46 -3.02 4.26
9 C 2.69 -2.50 3.90
10 O 3.90 -2.98 4.32
11 C 3.91 -4.08 5.19
12 H 4.97 -4.29 5.39
13 H 3.40 -3.86 6.14
14 H 3.46 -4.97 4.73
15 H 1.40 -3.87 4.93
16 H -0.66 -2.89 4.07
17 C -0.92 -0.73 2.39
18 N -0.78 -0.42 0.98
19 C -0.70 -1.62 0.16
20 C -0.38 -1.22 -1.28
21 N -1.34 -0.28 -1.83
22 C -2.55 -0.87 -2.37
23 H -3.43 -0.35 -1.99
24 C -2.53 -0.77 -3.91
25 C -2.38 0.67 -4.31
26 C -1.12 1.20 -4.53
27 C -0.96 2.55 -4.83
28 C -2.07 3.37 -4.91
29 C -3.33 2.85 -4.69
30 C -3.48 1.51 -4.39
31 H -4.47 1.10 -4.23
32 H -4.20 3.49 -4.76
33 H -1.95 4.42 -5.14
34 H 0.03 2.95 -5.00
35 H -0.25 0.56 -4.46
36 H -3.46 -1.18 -4.30
37 H -1.70 -1.35 -4.29
38 H -2.64 -1.93 -2.09
39 C -1.53 0.87 -0.96
40 C -1.83 0.44 0.48
41 H -2.82 -0.07 0.51
42 H -1.89 1.33 1.12
43 C -0.30 1.78 -1.02
44 H 0.45 1.46 -0.30
45 H 0.13 1.70 -2.03
46 C -0.66 3.24 -0.75
47 O -1.67 3.73 -1.59
48 H -1.44 3.52 -2.51
49 H -1.04 3.36 0.26
50 H 0.25 3.86 -0.85
51 H -2.38 1.44 -1.35
52 H 0.61 -0.74 -1.29
53 H -0.34 -2.10 -1.92
54 H -1.66 -2.18 0.19
55 H 0.09 -2.26 0.56
56 H -1.09 0.21 2.92
57 H -1.79 -1.38 2.58
58 H 1.57 0.00 1.89
59 H 3.52 0.14 1.03
60 H 5.21 0.13 1.58
61 H 4.14 2.33 2.05
62 H 2.91 1.54 3.04
63 H 4.60 1.51 3.55

These are the Mulliken partial charges, in e, on atoms 1 to 4: C -1.06; C -0.36; O -0.51; C 1.18